# 1
Density functional theory data (the ωB97M-V functional and the def2-TZVPD basis) for a 5-piece molecular cluster, C21H40ClO15P3 overall at a distorted geometry.

Properties
energy relative to the best compared isomer or geometry (same formula, charge and spin): 5.1 kcal per mole
largest force on an atom: 1.33 eV Å⁻¹
molar mass: 660.91 g/mol
frontier orbital gap: 8.64 eV
DFT total energy: -93528.998 eV

Each line ends with the Löwdin charge.
CARTESIAN COORDINATES (ANGSTROEM)
C1 -2.9607 4.1646 2.5566  -0.13
C2 -2.6766 5.3870 1.6808  -0.33
C3 -1.3239 5.3876 0.9805  -0.88
Cl1 -1.2196 4.0295 -0.1727  0.60
P1 0.2071 5.3585 2.1246  0.62
C4 0.0064 7.1001 2.6640  -0.41
C5 -0.2435 7.2770 4.1736  -0.16
P2 2.2264 5.1932 3.3498  0.59
P3 2.1840 3.2888 4.3707  0.13
O1 1.8746 3.4608 5.7906  -0.34
O2 3.5646 2.5370 4.1280  -0.18
O3 1.1957 2.2634 3.6495  -0.20
H1 -2.4845 3.2756 2.1491  0.05
H2 -4.0298 3.9937 2.6400  0.07
H3 -2.5893 4.3096 3.5724  0.06
H4 -3.4418 5.4471 0.9058  0.10
H5 -2.7730 6.3040 2.2649  0.10
H6 -1.2558 6.2756 0.3532  0.06
H7 1.0055 5.0455 1.0156  -0.01
H8 -0.3684 4.3282 2.8823  -0.01
H9 -0.8529 7.4929 2.1286  0.06
H10 0.8628 7.6838 2.3295  0.08
H11 -0.5343 6.3470 4.6588  0.07
H12 0.6551 7.6118 4.6817  0.05
H13 -1.0144 8.0239 4.3373  0.07
H14 2.1385 5.9376 4.5327  -0.14
H15 4.2501 3.1888 3.9276  0.06
H16 0.2998 2.4487 3.9635  0.07
C6 3.1753 -0.1190 2.4458  -0.02
C7 2.2887 -1.1214 1.7652  -0.32
C8 1.7383 -2.2209 2.6473  -0.08
O4 1.5553 -3.3002 1.7135  0.05
C9 2.4418 -3.1219 0.7036  -0.57
O5 2.6762 -3.9271 -0.1398  0.15
O6 3.0175 -1.9049 0.7904  0.09
H17 3.9459 -0.6190 3.0351  0.10
H18 3.6800 0.5132 1.7163  0.10
H19 2.6004 0.5135 3.1118  0.05
H20 1.4745 -0.6203 1.2333  0.16
H21 0.7911 -1.9762 3.1194  0.14
H22 2.4585 -2.5367 3.4046  0.14
C10 1.2345 -0.6658 -3.3838  -0.01
C11 0.2949 0.3616 -2.8133  -0.33
C12 -1.1579 -0.0526 -2.7089  -0.08
O7 -1.8379 1.2083 -2.8264  0.06
C13 -1.0446 2.0425 -3.5371  -0.58
O8 -1.3795 3.0977 -3.9682  0.15
O9 0.1887 1.5019 -3.6890  0.08
H23 0.8382 -1.0746 -4.3141  0.09
H24 2.2047 -0.2197 -3.5972  0.09
H25 1.3798 -1.4829 -2.6797  0.09
H26 0.6573 0.7267 -1.8470  0.15
H27 -1.4199 -0.5347 -1.7715  0.14
H28 -1.4670 -0.6837 -3.5447  0.12
C14 -2.1815 -1.6972 -7.3546  -0.02
C15 -3.4288 -1.9864 -6.5626  -0.33
C16 -4.5987 -1.0517 -6.7943  -0.09
O10 -5.2851 -1.1062 -5.5351  0.07
C17 -4.3790 -1.4144 -4.5790  -0.56
O11 -4.5748 -1.3708 -3.4096  0.17
O12 -3.2049 -1.7839 -5.1517  0.06
H29 -1.9071 -0.6445 -7.2768  0.09
H30 -1.3483 -2.2915 -6.9821  0.09
H31 -2.3391 -1.9438 -8.4040  0.09
H32 -3.7388 -3.0265 -6.6957  0.16
H33 -5.2651 -1.3640 -7.5933  0.14
H34 -4.2706 -0.0241 -6.9653  0.14
C18 1.2825 -6.6368 1.2360  -0.02
C19 1.7047 -7.9935 1.7288  -0.32
C20 2.9051 -8.6057 1.0384  -0.09
O13 2.6564 -10.0116 1.1848  0.06
C21 1.3161 -10.1882 1.2944  -0.57
O14 0.7676 -11.2403 1.2571  0.16
O15 0.6996 -8.9930 1.4509  0.08
H35 1.2010 -6.6233 0.1493  0.09
H36 0.3094 -6.3720 1.6480  0.09
H37 2.0022 -5.8798 1.5337  0.07
H38 1.8565 -7.9827 2.8123  0.16
H39 3.8579 -8.3487 1.4924  0.14
H40 2.9263 -8.3646 -0.0264  0.14



# 2
Density functional theory data (the ωB97M-V functional and the def2-TZVPD basis) for a 6-piece molecular cluster, C37H54Cl2I2O20P overall at a distorted geometry.

Properties
largest force on an atom: 7.11 eV Å⁻¹
molar mass: 1174.51 g/mol
frontier orbital gap: 7.60 eV
DFT total energy: -130723.749 eV
net charge: -1

Each line ends with the Löwdin charge.
CARTESIAN COORDINATES (ANGSTROEM)
C1 -1.3664 -4.1515 -4.1520  0.01
C2 -0.8028 -3.5026 -3.1734  -0.19
P1 0.1758 -2.3458 -1.9678  0.61
C3 -1.0331 -0.8693 -1.9990  -0.12
C4 -1.0734 -0.0199 -0.6082  -0.30
O1 -1.8699 -0.2490 0.3470  0.02
O2 -0.1961 1.1351 -0.4261  0.01
C5 -0.4523 1.6713 0.8818  -0.35
C6 0.1979 1.1133 2.2508  0.03
O3 -1.2344 2.6708 0.9533  0.02
C7 -0.8508 -3.2054 -0.6002  -0.33
C8 -2.3848 -3.5377 -0.8110  -0.70
C9 -3.1523 -3.1946 0.6082  -0.21
I1 -2.8151 -5.7068 -1.0761  0.69
C10 1.3723 -1.6736 -3.3001  -0.34
C11 1.9480 -0.1872 -3.0614  -0.10
C12 0.9339 -1.7977 -4.8352  -0.23
C13 -0.3788 -1.0277 -5.3244  -0.27
C14 -0.2525 0.5681 -5.5049  -0.15
O4 1.1899 -3.8029 -1.8159  -0.34
C15 2.2987 -3.7008 -0.8560  -0.30
C16 2.5843 -4.9208 0.1321  -0.52
Cl1 3.7901 -6.2035 -0.4716  0.53
C17 2.0153 -5.1830 1.4018  -0.61
C18 0.9310 -4.2159 2.0342  -0.12
Cl2 2.4503 -6.6869 2.3923  0.51
C19 2.3882 -2.1577 -0.3663  -0.34
C20 3.1305 -1.7480 0.9913  -0.59
I2 5.1672 -2.6128 1.1376  0.83
C21 3.4005 -0.1332 0.8669  -0.32
C22 3.9915 0.4546 2.2445  -0.16
O5 1.0940 -1.5525 -0.6780  -0.30
H1 -2.0378 -4.5495 -4.9938  0.05
H2 -2.1260 -1.1234 -2.2216  0.11
H3 -0.7698 -0.0496 -2.7838  0.08
H4 1.3408 1.1734 2.2634  0.06
H5 -0.1437 0.0135 2.4000  0.11
H6 -0.2176 1.7322 3.1196  0.10
H7 -0.7585 -2.5844 0.3798  0.07
H8 -0.3581 -4.2234 -0.3292  0.07
H9 -2.9920 -3.0035 -1.6010  0.06
H10 -3.6687 -2.1658 0.5341  0.06
H11 -2.4653 -3.3045 1.5176  0.07
H12 -4.0195 -3.9591 0.7258  0.02
H13 2.3164 -2.3550 -3.2319  0.12
H14 1.3083 0.5025 -2.4146  0.06
H15 2.0812 0.3458 -4.0873  0.06
H16 3.0163 -0.1584 -2.6014  0.08
H17 0.8971 -2.8852 -5.2434  0.11
H18 1.8129 -1.3230 -5.4426  0.11
H19 -0.6244 -1.4451 -6.3844  0.11
H20 -1.3373 -1.2606 -4.7088  0.09
H21 0.8083 0.9388 -5.7378  0.06
H22 -0.8910 0.8425 -6.4394  0.07
H23 -0.7570 1.1131 -4.6251  0.06
H24 3.1943 -3.7927 -1.6012  0.13
H25 1.1613 -4.1267 3.1713  0.09
H26 0.8730 -3.1588 1.6198  0.06
H27 -0.1158 -4.6908 1.9079  0.09
H28 3.1496 -1.7391 -1.1452  0.11
H29 2.5286 -1.8718 1.9543  0.08
H30 2.4108 0.3969 0.5759  0.10
H31 4.1197 -0.0256 -0.0320  0.10
H32 3.8970 1.5977 2.2729  0.06
H33 5.0902 0.1615 2.3718  0.04
H34 3.3619 -0.0033 3.0984  0.08
C23 -2.0308 5.7240 0.7139  -0.13
C24 -1.4851 6.0710 2.0635  -0.12
O6 -1.8006 7.4513 2.1910  0.06
C25 -2.8556 7.6990 1.3676  -0.55
O7 -3.4809 8.7259 1.3571  0.13
O8 -3.1119 6.6342 0.5599  0.07
H35 -2.3805 4.6926 0.6588  0.11
H36 -1.3070 5.8970 -0.0878  0.11
H37 -1.9781 5.5192 2.8692  0.14
H38 -0.4079 5.9100 2.1317  0.14
C26 5.2300 -10.3193 -0.0438  -0.13
C27 5.7804 -9.0966 -0.7100  -0.16
O9 6.7075 -9.6293 -1.6456  0.06
C28 6.3203 -10.9081 -1.9078  -0.55
O10 6.7841 -11.5910 -2.7790  0.15
O11 5.3381 -11.3116 -1.0545  0.06
H39 4.1917 -10.1928 0.2674  0.14
H40 5.8249 -10.6291 0.8208  0.13
H41 5.0143 -8.5349 -1.2518  0.09
H42 6.2794 -8.4277 -0.0067  0.13
C29 -4.5363 1.3658 1.6568  -0.13
C30 -5.0427 2.2165 0.5341  -0.13
O12 -6.4097 1.8421 0.4390  0.06
C31 -6.7740 1.3449 1.6542  -0.55
O13 -7.9039 1.0915 1.9708  0.14
O14 -5.6920 1.1735 2.4621  0.06
H43 -3.7439 1.8550 2.2258  0.13
H44 -4.1776 0.3910 1.3144  0.12
H45 -4.9838 3.2861 0.7592  0.13
H46 -4.5198 2.0225 -0.4039  0.14
C32 1.4685 5.9088 -0.9885  -0.14
C33 1.4969 4.7616 -1.9517  -0.13
O15 2.5493 3.9500 -1.4530  0.07
C34 2.6855 4.2387 -0.1300  -0.54
O16 3.3702 3.6138 0.6310  0.15
O17 1.9435 5.3276 0.2171  0.06
H47 0.4652 6.3159 -0.8543  0.11
H48 2.1442 6.7182 -1.2810  0.14
H49 0.5682 4.1827 -1.9414  0.14
H50 1.7040 5.0811 -2.9745  0.14
C35 -4.6185 9.0267 5.5876  -0.13
C36 -4.6086 7.8872 4.6167  -0.13
O18 -3.5615 7.0589 5.1014  0.06
C37 -3.4135 7.3366 6.4265  -0.54
O19 -2.7310 6.6994 7.1796  0.15
O20 -4.1414 8.4309 6.7859  0.06
H51 -5.6168 9.4435 5.7315  0.13
H52 -3.9363 9.8308 5.2963  0.14
H53 -5.5435 7.3186 4.6293  0.14
H54 -4.4052 8.2129 3.5950  0.12



Q: Which of these has the highest largest force on an atom?
A: C37H54Cl2I2O20P